# C20H15IN4O2SSr

A structure of composition C20H15IN4O2SSr in a non-equilibrium geometry (ωB97M-V/def2-TZVPD, OMol25).

Last column: Löwdin charge in e.
Geometry (Å):
Sr1 -0.0443 1.1019 0.6448  1.3588
I1 -1.7102 2.5799 3.1480  0.9530
C1 -0.6767 1.6738 4.6867  -0.6692
C2 -1.1104 1.9744 5.9454  -0.1823
C3 -0.4613 1.3823 7.0544  -0.0936
C4 0.5776 0.5283 6.8534  -0.0458
C5 1.0279 0.2196 5.5429  -0.1804
C6 2.1161 -0.6707 5.3515  -0.0609
C7 2.5458 -0.9537 4.0935  -0.0980
C8 1.9042 -0.3621 2.9738  -0.1816
C9 0.8386 0.5136 3.0471  -0.2467
C10 0.4110 0.7868 4.3972  -0.2808
H1 -1.9378 2.6518 6.1080  0.0799
H2 -0.7977 1.6161 8.0568  0.1001
H3 1.0781 0.0727 7.7009  0.1092
H4 2.5951 -1.1141 6.2180  0.1053
H5 3.3779 -1.6346 3.9500  0.0968
H6 2.3181 -0.6411 2.0027  0.0641
N1 1.0404 -3.6701 -6.2891  0.1117
C11 0.9496 -2.8364 -5.2059  -0.3152
C12 0.8908 -1.4484 -5.3764  -0.0231
C13 0.7881 -0.6126 -4.2842  -0.0587
C14 0.7541 -1.1472 -2.9996  -0.3071
C15 0.8020 -2.5269 -2.8118  -0.0464
C16 0.9034 -3.3577 -3.9060  -0.0272
S1 0.5472 -0.0616 -1.6700  0.5144
O1 1.2429 -0.5620 -0.4742  -0.4583
O2 1.0132 1.2492 -2.1077  -0.3343
N2 -0.9689 0.0389 -1.1757  -0.3206
C17 -1.8001 1.0390 -1.7649  -0.4834
N3 -2.3586 1.8626 -0.8560  0.0724
C18 -3.1460 2.8160 -1.3683  -0.1204
C19 -3.3774 2.9494 -2.7193  -0.0504
C20 -2.7326 2.0425 -3.5496  -0.1050
N4 -1.9411 1.0821 -3.0856  0.1485
H7 1.2124 -3.2927 -7.2018  0.0946
H8 1.2141 -4.6497 -6.1669  0.0950
H9 0.9289 -1.0288 -6.3748  0.1119
H10 0.7419 0.4584 -4.4221  0.1107
H11 0.7796 -2.9512 -1.8164  0.1213
H12 0.9543 -4.4305 -3.7609  0.1122
H13 -3.6077 3.4917 -0.6565  0.1146
H14 -4.0242 3.7229 -3.1056  0.1020
H15 -2.8582 2.0982 -4.6256  0.1132

Summary:
Energy above the lowest of the compared OMol25 structures with the same formula, charge and spin (kJ/mol): 61.0
HOMO-LUMO gap (eV): 7.613
Multiplicity: 1